No. 1
{"formula": "C22H60N2O8", "method": "ωB97M-V with the def2-TZVPD basis set", "elements": ["C", "O", "N", "N", "H", "H", "H", "H", "C", "C", "C", "O", "H", "H", "H", "H", "H", "H", "H", "H", "C", "C", "C", "O", "H", "H", "H", "H", "H", "H", "H", "H", "C", "C", "C", "O", "H", "H", "H", "H", "H", "H", "H", "H", "C", "C", "C", "O", "H", "H", "H", "H", "H", "H", "H", "H", "C", "C", "C", "O", "H", "H", "H", "H", "H", "H", "H", "H", "C", "C", "C", "O", "H", "H", "H", "H", "H", "H", "H", "H", "C", "C", "C", "O", "H", "H", "H", "H", "H", "H", "H", "H"], "positions_angstrom": [[0.59513, 4.07965, -1.59346], [1.18662, 3.13519, -1.12740], [0.72101, 5.36170, -1.41510], [-0.49109, 3.99428, -2.30263], [1.43364, 5.64590, -0.75823], [0.09752, 5.91120, -1.98904], [-0.95877, 4.82821, -2.62815], [-0.84560, 3.05463, -2.40980], [-1.57626, 0.64243, -0.39681], [-0.32939, -0.19561, -0.00099], [-0.59157, -1.67080, -0.38155], [0.89063, 0.26684, -0.65559], [-2.42957, 0.28698, 0.18079], [-1.72798, 0.60071, -1.47539], [-1.49888, 1.70400, -0.16189], [-0.06655, -0.12236, 1.05431], [-0.82921, -1.68328, -1.44526], [-1.26783, -2.12271, 0.34410], [0.37386, -2.17661, -0.36716], [0.78443, 1.21889, -0.71813], [3.75701, 0.79405, -2.61335], [3.00268, -0.29700, -3.38583], [4.00985, -1.23577, -4.07369], [2.29897, -1.10715, -2.45753], [3.08092, 1.34987, -1.96369], [4.10831, 1.61371, -3.24013], [4.51273, 0.41767, -1.92391], [2.32106, 0.06639, -4.15488], [4.70110, -1.73622, -3.39559], [4.56525, -0.54487, -4.70795], [3.41524, -2.04298, -4.50140], [1.78937, -0.54296, -1.87136], [-2.62537, 0.35481, -5.90338], [-1.73034, 0.58206, -4.67286], [-0.85689, -0.65956, -4.36682], [-0.81984, 1.66363, -4.88118], [-2.08870, -0.15251, -6.70508], [-2.99685, 1.32236, -6.24094], [-3.47152, -0.26828, -5.61374], [-2.38594, 0.75013, -3.81844], [-0.44361, -0.63092, -3.35861], [-0.04283, -0.73777, -5.08743], [-1.40330, -1.59952, -4.44445], [-0.29336, 1.41341, -5.64395], [-1.98845, 6.40621, 1.00023], [-2.45223, 4.96804, 0.77715], [-3.25002, 4.42090, 1.98901], [-3.18698, 4.87435, -0.45254], [-1.36860, 6.80699, 0.19819], [-1.40109, 6.38011, 1.91806], [-2.75537, 7.16591, 1.15125], [-1.54165, 4.39710, 0.59555], [-4.03939, 5.04090, 2.41397], [-2.50457, 4.05050, 2.69272], [-3.71967, 3.50075, 1.64135], [-2.63992, 5.21867, -1.16231], [-5.22813, -1.04147, 2.51284], [-4.11225, -1.92603, 2.89576], [-2.77033, -1.17118, 3.07080], [-4.53531, -2.52155, 4.05913], [-4.98424, -0.46308, 1.62173], [-5.37954, -0.32375, 3.31911], [-6.18797, -1.49222, 2.26056], [-3.98376, -2.74379, 2.18664], [-2.71435, -0.41516, 2.28761], [-1.89604, -1.82196, 3.05603], [-2.70948, -0.67293, 4.03835], [-5.44681, -2.80897, 3.96886], [5.72099, -1.97414, 2.72731], [4.56931, -2.62289, 2.06681], [3.44087, -1.66856, 1.55878], [5.12808, -3.20890, 0.92551], [6.40979, -2.70408, 3.15258], [5.53514, -1.23827, 3.50965], [6.10312, -1.22485, 2.03402], [4.22566, -3.45950, 2.67515], [2.90062, -2.09136, 0.71174], [3.80807, -0.75680, 1.08763], [2.66304, -1.40747, 2.27636], [5.56479, -4.02961, 1.16492], [0.42268, -4.21135, 2.45473], [1.19823, -4.52663, 3.73707], [0.94349, -3.62816, 4.96296], [0.76840, -5.80785, 4.13960], [0.59622, -3.26881, 1.93548], [-0.64492, -4.23120, 2.67366], [0.63378, -4.93499, 1.66740], [2.25558, -4.64122, 3.49841], [1.63620, -3.76472, 5.79338], [-0.09179, -3.58149, 5.30076], [1.23017, -2.63200, 4.62596], [-0.09547, -5.74535, 4.55365]], "forces_ev_per_a": [[-1.466, 0.037, -0.004], [1.726, -1.649, 1.187], [3.474, 2.667, 2.183], [-2.787, -3.696, -2.272], [-0.181, 0.808, -0.414], [0.404, 1.376, 0.483], [-0.761, -0.236, -0.456], [-0.395, 0.360, -0.669], [0.973, 0.140, 0.611], [0.067, -0.037, -0.641], [1.566, 1.166, 0.003], [-1.432, -0.659, 0.286], [-0.195, -0.194, -0.356], [-0.213, -0.350, 0.024], [0.324, 0.091, 0.156], [-0.601, 0.000, 0.327], [-0.812, -0.301, 0.182], [-0.270, -0.124, -0.511], [0.061, -0.263, 0.378], [0.461, 0.972, -0.313], [-1.067, 0.937, 0.050], [1.425, -1.112, 1.381], [-0.739, 0.632, 0.468], [0.161, -0.572, -0.651], [-0.437, -0.140, 0.098], [0.560, -0.298, -0.303], [0.240, -0.300, -0.455], [-0.047, 0.497, 0.006], [-0.043, 0.377, 0.374], [0.137, -0.727, -0.754], [0.305, 0.171, -0.822], [-0.393, 0.353, 0.429], [0.132, 0.208, 0.636], [0.899, -1.352, -0.723], [-0.620, -0.089, 0.111], [-0.853, 0.232, 0.456], [0.094, 0.081, -0.096], [-0.048, -0.070, -0.123], [-0.076, -0.058, -0.098], [0.271, 0.659, 0.064], [0.213, 0.225, -0.121], [0.128, 0.134, -0.013], [-0.295, -0.035, -0.004], [0.177, 0.080, -0.076], [0.218, 0.125, 0.556], [-0.421, 1.288, -0.729], [0.657, -1.033, -1.521], [-1.031, -0.460, 1.201], [0.147, -0.363, -0.140], [0.325, 0.254, 0.145], [-0.495, -0.370, 0.009], [0.150, -0.408, 0.550], [0.409, 0.300, -0.045], [-0.157, 0.474, 0.530], [-0.279, -0.082, -0.081], [0.402, 0.291, -0.442], [-0.367, 2.034, -1.394], [0.579, -0.246, -0.886], [-0.667, -0.305, 0.275], [0.361, -1.283, 2.817], [0.066, 0.188, -0.119], [-0.125, 0.064, 0.044], [0.086, -0.556, 0.306], [0.280, 0.157, -0.670], [0.289, -0.090, 0.027], [-0.107, -0.150, -0.333], [-0.376, 0.160, 0.034], [0.043, 0.018, -0.088], [0.305, 2.163, 1.232], [-1.120, 0.315, -0.299], [0.054, -0.481, -0.198], [0.131, -0.835, -1.741], [0.361, 0.175, -0.483], [-0.816, -0.447, 0.757], [0.865, -0.739, -0.585], [-0.757, 0.264, 0.364], [0.082, -0.620, 0.087], [0.468, 0.161, 0.452], [0.333, 0.026, 0.373], [0.055, 0.030, 0.000], [-0.135, 0.630, -0.269], [-1.075, -0.176, 0.603], [1.213, 1.518, -1.363], [0.344, -1.672, 0.025], [0.349, 0.389, 0.511], [-0.147, -0.136, 0.005], [-0.006, -0.400, 0.337], [0.079, 0.234, 0.238], [-0.197, -0.740, 0.005], [-0.021, -0.270, -0.136], [-0.358, 0.515, 0.074], [-0.056, 0.148, -0.052]], "charge": -1, "homo_ev": [0.29, -6.42], "s_squared": 0.75, "spin_multiplicity": 2, "homo_lumo_gap_ev": [1.853, 8.555], "de_lowest_kcal_mol": 21.6}


No. 2
{"formula": "C40H88N4O3", "method": "ωB97M-V with the def2-TZVPD basis set", "elements": ["N", "C", "C", "C", "C", "N", "C", "N", "C", "C", "C", "C", "O", "N", "C", "O", "O", "H", "H", "H", "H", "H", "H", "H", "H", "H", "H", "H", "H", "H", "H", "H", "H", "H", "H", "C", "C", "C", "C", "C", "C", "H", "H", "H", "H", "H", "H", "H", "H", "H", "H", "H", "H", "H", "H", "C", "C", "C", "C", "C", "C", "H", "H", "H", "H", "H", "H", "H", "H", "H", "H", "H", "H", "H", "H", "C", "C", "C", "C", "C", "C", "H", "H", "H", "H", "H", "H", "H", "H", "H", "H", "H", "H", "H", "H", "C", "C", "C", "C", "C", "C", "H", "H", "H", "H", "H", "H", "H", "H", "H", "H", "H", "H", "H", "H", "C", "C", "C", "C", "C", "C", "H", "H", "H", "H", "H", "H", "H", "H", "H", "H", "H", "H", "H", "H"], "positions_angstrom": [[4.71602, -2.24530, -2.64781], [4.03795, -2.65236, -3.64728], [3.42520, -1.67867, -4.71354], [2.77966, -0.47929, -3.96260], [3.17848, 1.00728, -4.31038], [2.10092, 1.72959, -3.55984], [1.16712, 0.78095, -3.07273], [0.40382, 0.83767, -2.02410], [-0.46033, -0.35101, -1.74296], [-1.86937, -0.16826, -2.43765], [-2.06191, -1.03192, -3.75093], [-2.61302, -0.06774, -4.86886], [-4.03870, 0.12255, -4.68292], [1.30249, -0.31665, -4.00208], [0.69348, -0.08267, -5.31358], [0.60625, -1.00872, -6.12752], [0.21445, 1.06839, -5.60632], [5.02932, -3.05913, -2.10227], [3.93252, -3.76500, -3.76091], [4.22177, -1.38049, -5.43086], [2.61349, -2.25916, -5.22223], [2.95864, -0.51608, -2.85353], [4.14535, 1.14850, -3.77121], [3.16295, 1.11085, -5.41793], [2.46645, 2.37883, -2.85817], [0.41839, 1.66883, -1.44053], [-0.59738, -0.46465, -0.63488], [0.03497, -1.29881, -2.06754], [-2.64412, -0.50203, -1.70592], [-2.01313, 0.91233, -2.66943], [-2.86043, -1.80751, -3.59824], [-1.14765, -1.58067, -4.07267], [-2.37275, -0.44442, -5.89317], [-2.15273, 0.95259, -4.80095], [-4.44551, 0.32744, -5.53907], [-4.59652, -1.55893, 1.04826], [-4.73873, -0.50731, 2.14285], [-3.51831, 0.40262, 2.26301], [-2.21646, -0.30025, 2.64269], [-2.25334, -1.08326, 3.95448], [-2.51904, -0.20434, 5.17099], [-3.77005, -2.24376, 1.24976], [-5.50932, -2.15432, 0.97774], [-4.42669, -1.08766, 0.07681], [-4.95111, -0.99738, 3.09750], [-5.61051, 0.11495, 1.91837], [-3.73584, 1.18691, 2.99423], [-3.36458, 0.91799, 1.30775], [-1.42321, 0.45400, 2.70333], [-1.92332, -0.97968, 1.83495], [-1.28719, -1.57966, 4.08786], [-3.00162, -1.87938, 3.90444], [-1.75591, 0.57260, 5.26461], [-2.49948, -0.80636, 6.08223], [-3.49761, 0.27733, 5.11552], [-5.54216, 7.48737, 1.36134], [-5.94955, 6.95527, 2.73060], [-4.77714, 6.39565, 3.53614], [-4.07302, 5.18944, 2.90983], [-4.97167, 3.98563, 2.62613], [-5.59369, 3.38790, 3.88294], [-5.13295, 6.69893, 0.72657], [-6.40899, 7.90794, 0.84666], [-4.79308, 8.27707, 1.45701], [-6.73035, 6.19818, 2.61321], [-6.40002, 7.77337, 3.30073], [-5.13305, 6.13027, 4.53634], [-4.03623, 7.18895, 3.68305], [-3.26311, 4.87744, 3.57885], [-3.58892, 5.49418, 1.97660], [-4.37030, 3.21443, 2.13594], [-5.76007, 4.25514, 1.91738], [-4.82063, 3.07031, 4.58781], [-6.19471, 2.51216, 3.62617], [-6.24924, 4.10009, 4.38756], [5.09460, -3.01054, 1.25204], [6.37781, -2.71951, 2.02140], [7.64096, -3.14813, 1.27483], [7.75603, -4.64909, 0.99667], [7.70049, -5.54674, 2.23296], [8.84705, -5.30309, 3.20739], [4.95744, -4.08107, 1.08506], [4.22893, -2.65048, 1.81308], [5.09952, -2.50677, 0.28206], [6.33283, -3.19608, 3.00495], [6.43518, -1.64243, 2.20581], [8.51468, -2.81539, 1.84318], [7.68598, -2.61608, 0.31828], [8.69864, -4.83035, 0.46901], [6.96349, -4.95359, 0.30556], [7.73967, -6.58957, 1.90384], [6.74482, -5.42532, 2.75135], [9.81230, -5.46228, 2.72116], [8.77776, -5.99338, 4.05093], [8.82659, -4.28856, 3.61007], [-0.01045, -2.48878, -12.51491], [0.92483, -1.30518, -12.29613], [2.04059, -1.59290, -11.29223], [1.57119, -1.90983, -9.86930], [0.71169, -0.83118, -9.20872], [1.44108, 0.49242, -9.02459], [-0.53735, -2.76163, -11.59865], [-0.76348, -2.24112, -13.26714], [0.54246, -3.36264, -12.86867], [0.34534, -0.43153, -11.98490], [1.38279, -1.04298, -13.25536], [2.72116, -0.73616, -11.26851], [2.63618, -2.43839, -11.65586], [2.45553, -2.08820, -9.24675], [1.01241, -2.85148, -9.87172], [0.39937, -1.19197, -8.22628], [-0.20701, -0.66937, -9.78265], [2.33937, 0.36017, -8.41526], [0.79375, 1.21026, -8.51704], [1.73406, 0.93084, -9.98265], [0.50570, 0.37393, 11.48131], [-0.59236, -0.21777, 10.60495], [-0.41987, 0.10146, 9.12007], [-0.47790, 1.58857, 8.76205], [-1.76091, 2.30872, 9.17757], [-3.00820, 1.75596, 8.49840], [0.51151, 1.46491, 11.44054], [0.35411, 0.08397, 12.52355], [1.48907, 0.01175, 11.17197], [-1.56936, 0.12325, 10.95956], [-0.58525, -1.30520, 10.72679], [-1.18436, -0.43933, 8.55340], [0.54226, -0.29727, 8.78040], [-0.35104, 1.68722, 7.67809], [0.37618, 2.10513, 9.21094], [-1.66246, 3.36689, 8.91652], [-1.88615, 2.27222, 10.26363], [-2.92160, 1.82390, 7.41125], [-3.88743, 2.32830, 8.80260], [-3.18523, 0.71244, 8.76650]], "forces_ev_per_a": [[-0.418, -0.195, -0.338], [0.514, -0.239, -0.167], [-0.710, -0.940, 1.297], [0.103, 1.254, 0.417], [0.324, -1.686, 0.756], [-0.485, -0.870, 2.283], [2.703, 1.262, -4.139], [0.242, -1.269, -0.570], [-1.365, -0.202, 0.669], [0.255, -1.122, 0.263], [-0.931, 0.927, -0.302], [0.465, 0.218, -0.403], [0.196, -0.419, -0.224], [-0.963, -0.701, 2.017], [-2.559, 2.218, -3.453], [1.255, -1.352, 1.494], [1.134, -0.974, 2.371], [-0.060, 0.421, -0.146], [-0.280, 0.995, -0.477], [-0.653, -0.115, 0.438], [0.725, 0.799, 0.024], [0.444, -0.592, -1.018], [-0.517, 0.525, -1.026], [0.031, 0.642, 0.902], [-0.268, -0.023, -0.484], [-0.179, -0.328, -0.109], [0.291, 0.547, -0.914], [-0.156, 1.135, -0.032], [0.540, 0.526, -0.460], [-0.006, -0.810, 0.255], [0.727, 0.685, -0.007], [-0.488, 0.705, 0.140], [-0.264, 0.087, 0.799], [0.011, -1.048, -0.007], [0.339, -0.077, 0.405], [-0.129, -0.062, 0.094], [0.014, 0.046, -0.156], [-0.048, 0.094, 0.127], [0.076, -0.103, -0.111], [0.110, 0.099, 0.008], [-0.056, -0.156, 0.055], [-0.014, 0.012, -0.033], [0.077, -0.013, -0.072], [0.018, -0.032, 0.011], [0.040, 0.047, 0.012], [0.018, -0.015, 0.053], [0.037, -0.017, -0.001], [-0.044, -0.009, 0.004], [-0.003, -0.024, 0.029], [-0.007, 0.003, 0.009], [-0.051, -0.029, -0.029], [0.008, 0.022, -0.041], [-0.043, 0.021, -0.001], [-0.005, 0.096, 0.015], [0.035, 0.027, 0.019], [-0.165, -0.027, -0.032], [0.107, 0.109, 0.010], [-0.051, -0.062, 0.093], [0.023, 0.042, -0.108], [0.102, -0.010, 0.093], [-0.104, -0.076, -0.138], [0.016, 0.044, 0.002], [0.083, 0.002, -0.033], [0.015, -0.047, -0.021], [0.030, -0.009, 0.032], [-0.021, -0.066, 0.010], [0.028, -0.008, -0.013], [-0.035, -0.002, -0.012], [-0.027, -0.016, -0.014], [-0.009, 0.015, 0.026], [-0.040, 0.058, -0.050], [0.028, 0.026, 0.006], [-0.025, 0.041, 0.028], [0.013, 0.010, 0.083], [0.035, -0.029, 0.028], [-0.069, 0.005, 0.130], [0.013, 0.064, -0.131], [0.087, -0.001, 0.075], [-0.101, -0.010, -0.045], [0.123, -0.016, -0.080], [-0.116, -0.069, 0.110], [-0.011, 0.027, -0.015], [-0.015, -0.040, -0.085], [-0.001, -0.019, 0.014], [0.040, -0.003, -0.021], [0.024, -0.044, 0.041], [-0.003, -0.020, -0.024], [-0.021, 0.007, 0.031], [-0.024, -0.011, 0.025], [0.018, 0.019, 0.002], [-0.059, 0.034, 0.008], [0.001, 0.014, -0.037], [-0.011, 0.050, 0.015], [0.069, 0.050, -0.008], [0.040, -0.021, -0.016], [-0.116, 0.122, -0.057], [0.094, -0.107, -0.061], [0.076, 0.046, 0.059], [-0.129, 0.009, -0.086], [0.043, -0.191, 0.080], [-0.224, 0.112, -0.075], [0.030, -0.023, -0.024], [0.005, -0.080, 0.031], [-0.019, -0.004, 0.050], [0.042, -0.015, 0.042], [-0.016, 0.042, 0.035], [-0.013, -0.011, 0.020], [-0.022, 0.022, -0.045], [-0.031, 0.015, 0.013], [0.035, 0.000, -0.014], [0.035, 0.115, -0.167], [0.044, -0.007, -0.081], [-0.006, -0.004, -0.010], [0.098, -0.039, 0.082], [0.067, -0.006, 0.019], [-0.120, -0.018, 0.123], [0.138, -0.052, -0.043], [-0.110, -0.026, -0.057], [0.083, 0.043, 0.082], [0.031, 0.000, -0.147], [-0.084, 0.090, 0.136], [0.038, -0.027, -0.002], [0.069, 0.045, -0.028], [-0.012, 0.053, -0.009], [0.003, -0.001, -0.047], [-0.060, 0.033, -0.012], [0.015, 0.023, -0.012], [-0.020, -0.004, 0.029], [-0.024, 0.011, 0.023], [-0.004, -0.032, -0.014], [0.019, -0.023, 0.059], [0.041, -0.010, -0.014], [-0.005, -0.058, 0.017], [-0.012, -0.063, -0.062], [-0.006, 0.013, -0.053]], "homo_ev": -8.02, "homo_lumo_gap_ev": 7.815}